Entry 1:
{"formula": "C3H4O3Tm", "method": "ωB97M-V with the def2-TZVPD basis set", "symbols": ["Tm", "O", "O", "O", "C", "C", "C", "H", "H", "H", "H"], "coordinates": [[0.9699, -2.6597, 0.3607], [1.9374, -0.7161, -0.6951], [1.1265, 1.2467, -0.2282], [-0.9111, -2.7629, -0.9440], [-1.9147, -1.9761, -0.9506], [0.1901, 2.0432, 0.4827], [0.9940, -0.0860, -0.1474], [0.7168, 2.9294, 0.8558], [-0.2299, 1.4806, 1.3270], [-2.2613, -1.8535, 0.1334], [-0.6178, 2.3545, -0.1943]], "forces_ev_per_angstrom": [[-1.624, 2.677, -2.447], [-0.462, -1.160, 0.349], [0.155, -0.790, -0.165], [2.212, -0.261, 1.316], [-0.456, 0.027, 0.017], [-0.569, 0.134, 0.189], [0.446, -0.554, 0.917], [-0.081, -0.284, -0.151], [0.072, 0.154, -0.238], [0.086, 0.138, -0.009], [0.220, -0.080, 0.221]], "spin_multiplicity": 4, "orbital_gap_ev": [6.18, 5.49], "s2": 3.75, "e_homo_ev": [-7.008, -6.981], "de_lowest_ev": 3.5362}

---

Entry 2:
{"formula": "C5H11O2", "method": "ωB97M-V with the def2-TZVPD basis set", "symbols": ["O", "O", "C", "C", "C", "C", "C", "H", "H", "H", "H", "H", "H", "H", "H", "H", "H", "H"], "coordinates": [[-2.3187, -0.9765, 0.1342], [-2.8817, -1.6856, -1.9355], [1.3725, -0.1338, 0.3102], [2.7987, -0.4081, 0.7999], [0.4799, 0.5153, 1.3903], [-2.4551, 0.6538, -1.5878], [-2.5875, -0.8181, -1.0864], [3.1137, 0.3401, 1.5379], [-0.5434, 0.2628, 1.1350], [-3.1884, 1.3501, -1.1901], [-2.4985, 0.6950, -2.6748], [0.9039, -1.0641, -0.0228], [-1.4400, 0.9208, -1.3077], [1.3914, 0.5158, -0.5615], [0.7196, 1.5689, 1.5066], [3.5321, -0.3445, -0.0007], [0.7284, 0.0228, 2.3388], [2.8732, -1.4146, 1.2143]], "forces_ev_per_angstrom": [[-0.087, 0.058, -0.208], [-0.045, 0.126, 0.071], [-0.081, 0.176, 0.229], [0.000, 0.207, -0.169], [0.857, -1.208, -0.181], [0.368, -0.622, -0.497], [-0.068, 0.041, 0.196], [-0.096, -0.223, 0.077], [-0.425, 0.514, 0.128], [0.027, -0.043, 0.365], [-0.156, -0.066, -0.129], [0.019, 0.091, 0.055], [0.059, 0.531, 0.229], [0.037, 0.102, -0.173], [-0.303, 0.201, -0.087], [0.061, -0.102, -0.240], [-0.221, 0.088, 0.057], [0.053, 0.129, 0.276]], "spin_multiplicity": 1, "orbital_gap_ev": 7.59, "charge": -1, "e_homo_ev": -3.926, "de_lowest_ev": 0.2397}

---

Entry 3:
{"formula": "C5H32N2O10", "method": "ωB97M-V with the def2-TZVPD basis set", "symbols": ["O", "O", "O", "O", "O", "O", "O", "O", "O", "O", "N", "N", "C", "C", "C", "C", "C", "H", "H", "H", "H", "H", "H", "H", "H", "H", "H", "H", "H", "H", "H", "H", "H", "H", "H", "H", "H", "H", "H", "H", "H", "H", "H", "H", "H", "H", "H", "H", "H"], "coordinates": [[1.1625, -2.0332, 0.4956], [1.5704, -2.3459, -2.3387], [-0.3671, -1.1184, 2.5847], [-2.0596, 3.1430, 0.9346], [-1.2648, -3.0246, -2.6429], [3.0231, -0.3618, 1.6845], [2.2688, 1.2626, -3.8836], [2.3231, 1.4489, 3.7961], [3.8635, -0.5890, -1.0175], [2.7414, 2.1053, -1.1077], [-2.6930, 0.2855, 0.1234], [-2.7520, 0.7201, -2.3221], [-3.1116, -0.1841, -1.1739], [-1.5983, -0.4646, 2.1318], [-1.8243, 0.8548, 2.7885], [-1.4018, -0.3426, 0.6079], [-0.1803, 0.3413, 0.0012], [1.8186, 1.8663, -0.9710], [-3.1215, 1.6353, -2.1312], [2.8275, 1.8461, -3.3776], [-2.6285, 3.4590, 1.6610], [1.3759, 1.4068, -3.5643], [1.4393, -2.9523, 0.5828], [-1.4828, -3.9009, -2.9839], [0.7481, -2.6805, -1.9602], [-1.5057, -1.3052, 0.1562], [0.4202, -1.9427, 1.1197], [2.5566, -1.1334, 1.3080], [-0.3552, 1.4056, -0.1743], [-0.4617, -1.2998, 3.5225], [3.8056, -0.4415, 1.1171], [0.2874, -0.2319, -0.7861], [-2.8884, 1.0754, 2.8374], [-2.5620, 3.7056, 0.3173], [-2.7564, -1.1433, -1.5390], [1.8958, 0.8122, 4.3746], [-0.8049, -2.6533, -3.4087], [-2.6297, 1.2942, 0.1199], [0.5503, 0.4714, 0.8137], [-1.2156, 1.6691, 2.4158], [3.1016, -1.1681, -1.1539], [-1.5176, 0.7858, 3.8427], [-2.3876, -1.2090, 2.1988], [3.6916, 0.2136, -1.5198], [-1.7615, 0.7421, -2.5137], [3.0789, 2.2757, -0.2210], [-4.1998, -0.1634, -1.2697], [3.0078, 0.9292, 3.3574], [1.9735, -3.0653, -2.8323]], "forces_ev_per_angstrom": [[-0.007, -0.822, -0.043], [0.193, 0.185, -0.078], [-0.629, 0.374, 0.074], [-1.660, 1.578, -0.065], [0.215, -0.271, -0.511], [0.684, -0.711, -0.256], [-0.176, -0.428, -0.546], [0.085, 0.199, 0.320], [0.407, -0.443, 0.077], [0.005, 0.275, -0.089], [0.627, -1.494, 0.307], [-0.307, -0.827, 0.315], [-0.376, 1.854, -2.008], [1.919, -0.827, -1.684], [-0.056, -0.137, 1.835], [-2.303, 1.429, -1.155], [0.665, 0.962, 2.278], [0.016, -0.127, 0.119], [0.220, 0.389, -0.155], [0.163, 0.346, 0.434], [0.747, -0.822, 0.764], [0.001, 0.070, 0.072], [-0.024, -0.021, -0.089], [-0.220, -0.069, 0.339], [0.032, -0.107, 0.068], [0.373, -1.036, 0.140], [0.317, 0.155, 0.274], [-0.690, 0.504, 0.417], [-0.472, -0.163, -0.782], [0.094, -0.066, 0.113], [0.112, 0.597, 0.009], [-0.050, 0.209, -0.340], [0.022, 0.310, -0.391], [0.852, -0.336, -0.926], [0.142, -0.388, 0.906], [-0.046, -0.001, -0.024], [-0.024, 0.379, 0.181], [0.080, -0.020, 0.128], [0.374, -0.584, -0.224], [-0.082, -0.075, -0.445], [-0.107, 0.166, -0.256], [-0.092, -0.172, -0.026], [-0.433, 0.359, 0.544], [-0.290, 0.034, 0.050], [0.096, 0.241, 0.205], [-0.014, -0.101, 0.017], [-0.091, -0.381, 0.447], [-0.223, -0.147, -0.335], [-0.068, -0.037, -0.004]], "spin_multiplicity": 1, "orbital_gap_ev": 8.60, "e_homo_ev": -8.429, "smiles": "C[C@H](O)[C@H](C)NCN.O.O.O.O.O.O.O.O.O", "de_lowest_ev": 3.1229}